Computed, not measured: C24H60Cl18O24P6 as an isolated structure in a non-equilibrium geometry, with the ωB97M-V functional and the def2-TZVPD basis.

Results
molecular weight	1556.72	u
HOMO	-0.292	hartree
total charge	0

Each line ends with the Löwdin charge.
Geometry (Å):
C  -5.2393  2.3192  -0.8920  -0.09
O  -5.5111  1.5136  -2.0329  -0.22
P  -6.9448  0.8109  -2.1722  0.40
O  -7.9375  1.1988  -1.1644  -0.22
O  -7.2348  1.0868  -3.7290  -0.22
C  -8.3630  0.4782  -4.3648  -0.09
O  -6.5452  -0.7457  -2.2007  -0.23
C  -5.5755  -1.2716  -1.2871  -0.12
H  -4.1707  2.4155  -0.6988  0.06
H  -5.5980  1.8403  0.0196  0.07
H  -5.6094  3.3294  -1.0611  0.10
H  -8.6699  -0.4239  -3.8390  0.09
H  -8.0577  0.3057  -5.3958  0.09
H  -9.1795  1.1985  -4.4280  0.09
H  -5.5834  -0.6402  -0.3945  0.03
H  -4.6174  -1.2752  -1.7999  0.05
H  -6.0354  -2.1955  -0.9394  0.06
C  -2.1298  1.2065  -1.7608  -0.10
O  -2.2500  1.1741  -0.3259  -0.22
P  -1.3389  0.1954  0.5645  0.44
O  -1.3670  0.4682  2.0073  -0.24
O  0.1728  0.3615  0.0418  -0.24
C  0.8705  1.5135  0.5691  -0.13
O  -1.7006  -1.2959  0.1373  -0.20
C  -2.8197  -1.9034  0.7763  -0.17
H  -1.2260  0.7062  -2.1001  0.01
H  -2.0526  2.2460  -2.0757  0.08
H  -3.0370  0.7308  -2.1296  0.07
H  1.8216  1.5417  0.0384  0.07
H  1.0667  1.3307  1.6206  0.06
H  0.3349  2.4420  0.4099  0.08
H  -3.5506  -2.3300  0.0868  0.04
H  -3.4612  -1.2140  1.3290  0.00
H  -2.5144  -2.6809  1.4746  0.08
C  5.1631  1.6226  -2.3303  -0.13
O  5.6266  2.9689  -2.2467  -0.20
P  4.6267  4.1288  -1.7668  0.39
O  3.7398  4.6157  -2.8349  -0.25
O  5.5720  5.2461  -1.1549  -0.21
C  6.2141  6.1876  -2.0266  -0.09
O  3.8367  3.6394  -0.4670  -0.20
C  2.7577  4.5089  -0.0671  -0.16
H  4.0811  1.5127  -2.2791  0.03
H  5.6326  1.0625  -1.5192  0.07
H  5.5330  1.1258  -3.2272  0.08
H  7.2684  6.1215  -1.7609  0.09
H  5.8488  7.1920  -1.8169  0.09
H  6.0634  5.9940  -3.0874  0.09
H  1.8373  3.8836  0.1421  -0.11
H  2.3851  5.1352  -0.8777  0.06
H  2.9096  5.0928  0.8317  0.07
C  -1.0441  -5.1290  -0.9384  -0.13
O  -1.8866  -6.2723  -0.7136  -0.23
P  -2.0054  -7.3371  -1.9322  0.42
O  -2.3365  -6.7043  -3.2094  -0.24
O  -0.6146  -8.1690  -1.8566  -0.24
C  -0.4630  -9.3170  -2.6987  -0.10
O  -3.0905  -8.4096  -1.4068  -0.22
C  -2.8889  -9.1487  -0.2071  -0.09
H  -0.3017  -5.0564  -0.1452  0.09
H  -1.7446  -4.3023  -0.8275  0.04
H  -0.5938  -5.0613  -1.9273  0.07
H  0.2595  -9.0383  -3.4620  0.09
H  -1.4158  -9.6465  -3.1169  0.09
H  -0.1408  -10.1871  -2.1258  0.09
H  -3.7398  -9.8232  -0.1334  0.09
H  -2.8942  -8.4763  0.6508  0.09
H  -1.9567  -9.7104  -0.2644  0.08
C  1.9098  6.2516  3.0472  -0.06
O  2.5646  5.0274  2.7198  -0.25
P  1.7807  3.7214  2.2466  0.56
O  1.0454  3.8099  0.9768  -0.24
O  2.8860  2.5166  2.2685  -0.26
C  3.9408  2.5605  3.2439  -0.09
O  0.8258  3.3855  3.4991  -0.18
C  0.1193  2.1249  3.5363  -0.10
H  2.5326  7.0641  2.6762  0.10
H  1.7757  6.3908  4.1187  0.10
H  0.9487  6.2962  2.5342  0.10
H  4.9216  2.4465  2.8060  0.09
H  3.6917  1.7861  3.9653  0.11
H  3.8994  3.4907  3.8149  0.11
H  0.0722  1.6645  2.5586  0.01
H  -0.8898  2.2930  3.9029  0.09
H  0.6437  1.4495  4.2124  0.08
C  9.1645  -0.2416  1.9527  -0.12
O  7.9289  0.0866  2.5519  -0.21
P  6.7073  0.4869  1.5885  0.43
O  6.3068  -0.5565  0.6368  -0.23
O  5.5129  0.8485  2.6077  -0.25
C  4.1433  0.6796  2.1916  -0.13
O  7.0531  1.9386  0.9767  -0.22
C  7.7550  2.9309  1.7632  -0.08
H  9.9849  0.4552  2.1425  0.09
H  9.1278  -0.2609  0.8616  0.09
H  9.4766  -1.2041  2.3547  0.09
H  3.7184  1.6602  1.7848  0.03
H  3.4934  0.4158  3.0227  0.10
H  4.1044  -0.1385  1.4710  0.06
H  7.3425  3.9188  1.5736  0.09
H  8.7955  2.9463  1.4359  0.09
H  7.7624  2.6702  2.8206  0.09
C  0.9735  3.3166  -3.7049  -1.49
Cl  0.1021  3.4957  -5.2633  0.51
Cl  1.2045  1.6415  -3.2988  0.60
Cl  0.2177  4.3117  -2.4122  0.58
H  1.9426  3.7733  -3.8843  -0.02
C  -7.2984  -4.2593  2.0244  -1.47
Cl  -7.6614  -3.5665  3.6445  0.51
Cl  -5.6630  -3.7488  1.5175  0.52
Cl  -8.4847  -3.6479  0.8863  0.56
H  -7.2765  -5.3343  2.1626  0.02
C  -2.3189  -2.5110  -4.0579  -1.50
Cl  -0.9800  -1.8044  -3.1886  0.59
Cl  -3.3541  -1.3235  -4.8637  0.56
Cl  -3.2806  -3.5080  -2.9485  0.60
H  -1.8758  -3.1568  -4.8090  0.02
C  -6.5905  -0.1213  3.8114  -1.57
Cl  -5.9048  1.3353  4.5263  0.53
Cl  -5.7632  -0.4739  2.2922  0.54
Cl  -8.2986  0.1057  3.5369  0.55
H  -6.3918  -0.9380  4.4982  0.00
C  2.7859  -1.7342  -2.4572  -1.51
Cl  2.2277  -3.3596  -1.9850  0.53
Cl  4.3286  -1.7599  -3.3351  0.56
Cl  2.9321  -0.7116  -1.0339  0.63
H  2.0189  -1.3137  -3.0998  -0.03
C  -1.3241  -1.1882  4.7308  -1.55
Cl  -2.9599  -1.4880  4.1568  0.56
Cl  -0.6778  -2.7467  5.2543  0.52
Cl  -1.2046  -0.0085  6.0228  0.57
H  -0.6557  -0.8770  3.9333  -0.01